A molecular structure, C36H21F4MnN5P, computed with wB97M-V/def2-TZVPD.

```
! wB97M-V def2-TZVPD RIJCOSX def2/J DEFGRID3
* xyz 1 6
Mn 0.03 -0.41 0.20
C 7.72 2.64 -1.25
C 7.81 2.82 0.12
C 6.82 2.36 0.97
C 5.71 1.69 0.45
C 5.62 1.57 -0.95
C 6.60 2.02 -1.80
P 3.38 0.70 -0.06
C 2.65 -0.96 -0.32
C 3.10 -2.08 0.36
C 2.66 -3.34 -0.02
C 1.78 -3.49 -1.09
C 1.36 -2.38 -1.80
C 1.77 -1.10 -1.42
C 1.96 1.82 -0.35
C 2.36 3.12 -0.64
C 1.43 4.11 -0.88
C 0.08 3.79 -0.81
C -0.32 2.49 -0.52
C 0.59 1.46 -0.27
H 8.50 3.00 -1.90
H 8.66 3.34 0.54
H 6.91 2.53 2.04
H 4.21 0.77 -2.30
H 6.50 1.90 -2.88
H 3.81 -1.97 1.17
H 3.01 -4.21 0.52
H 1.44 -4.48 -1.37
H 0.73 -2.50 -2.68
H 1.57 -0.26 -2.08
H 3.42 3.35 -0.69
H 1.74 5.11 -1.12
H -0.67 4.55 -0.97
H -1.38 2.29 -0.49
C -6.27 -0.05 -0.24
C -4.77 -0.06 -0.22
C -4.02 -0.61 -1.25
C -2.65 -0.59 -1.19
N -1.98 -0.04 -0.17
C -2.69 0.50 0.83
C -4.07 0.51 0.85
H -6.66 -0.67 -1.04
H -6.63 0.97 -0.38
H -6.67 -0.40 0.72
H -4.51 -1.06 -2.10
H -2.05 -1.02 -1.99
H -2.13 0.95 1.65
H -4.59 0.96 1.68
F -0.02 -0.12 2.46
C 1.21 -0.62 2.89
C 2.27 0.25 2.78
F 2.01 1.53 2.48
C 3.58 -0.15 3.08
C 3.66 -1.36 3.81
C 2.59 -2.21 3.93
F 2.77 -3.41 4.48
C 1.33 -1.93 3.35
C 0.35 -2.95 3.01
C -0.18 -2.70 1.78
N -0.41 -2.21 0.73
C 0.12 -4.16 3.71
N -0.09 -5.14 4.27
F 4.84 -1.76 4.27
C 4.69 0.53 2.49
C 4.61 1.07 1.17
N 4.41 0.95 -1.34
C 5.94 0.48 3.14
N 6.94 0.45 3.71
*
```

## Properties
**Energy above the lowest of the compared OMol25 structures with the same formula, charge and spin**: 105.45 kJ/mol
**LUMO level (spin up / spin down)**: -5.7779 / -4.2166 eV
**Orbital gap (spin up / spin down)**: 2.7 / 5.9 eV



A molecular structure, C36H24ClF10N8O7PS2Zr, computed with wB97M-V/def2-TZVPD.

```
! wB97M-V def2-TZVPD RIJCOSX def2/J DEFGRID3
* xyz 1 2
Zr 0.04 1.43 0.97
O -5.89 0.77 1.23
C -5.65 1.77 0.41
O -6.51 2.47 -0.03
C -4.21 2.02 0.03
C -3.79 3.04 -0.82
Cl -4.67 4.18 -1.68
N -2.44 2.96 -0.94
N -1.97 1.92 -0.22
C -3.03 1.36 0.37
C -2.69 0.24 1.30
O -3.54 -0.39 1.90
O -1.40 0.04 1.39
C -1.53 3.76 -1.70
C -1.53 5.14 -1.56
C -0.58 5.87 -2.25
C 0.36 5.24 -3.05
C 0.35 3.85 -3.16
C -0.60 3.10 -2.49
H -5.08 0.31 1.54
H -2.24 5.62 -0.90
H -0.57 6.95 -2.15
H 1.10 5.82 -3.57
H 1.09 3.36 -3.79
H -0.62 2.02 -2.57
O -5.67 -7.94 -0.68
C -5.85 -6.75 -0.08
O -6.80 -6.54 0.61
C -4.81 -5.69 -0.33
C -4.72 -4.65 0.59
C -3.81 -3.62 0.41
C -2.98 -3.65 -0.70
S -1.79 -2.33 -0.79
C -3.06 -4.67 -1.64
C -3.98 -5.69 -1.45
H -4.80 -8.01 -1.08
H -5.40 -4.65 1.44
H -3.76 -2.80 1.11
H -2.42 -4.68 -2.51
H -4.06 -6.46 -2.20
F 0.13 3.57 0.74
P -0.39 4.27 2.33
F 1.00 3.71 2.85
F -0.90 4.65 3.75
F -1.77 4.54 1.62
F -0.97 2.62 2.52
F 0.21 5.64 1.90
S -1.85 -1.76 -2.75
C -0.49 -2.62 -3.43
N -0.22 -2.55 -4.73
C 0.90 -3.43 -5.09
C 1.42 -3.88 -3.70
N 0.37 -3.38 -2.80
H -0.83 -2.10 -5.39
H 1.65 -2.88 -5.65
H 0.54 -4.27 -5.69
H 2.37 -3.43 -3.43
H 1.51 -4.96 -3.62
H 0.40 -3.46 -1.79
F 5.39 -1.66 0.59
C 5.07 -0.38 0.82
C 5.93 0.39 1.55
F 7.05 -0.18 1.97
C 5.67 1.74 1.87
C 4.45 2.23 1.37
C 3.61 1.45 0.62
F 2.46 2.04 0.16
C 3.86 0.11 0.32
C 2.92 -0.73 -0.41
C 1.66 -0.25 -0.64
N 0.59 0.21 -0.82
C 3.07 -2.08 -0.80
N 3.09 -3.15 -1.22
F 4.07 3.48 1.61
C 6.57 2.54 2.64
C 6.35 3.92 2.88
N 6.21 5.05 3.06
C 7.74 2.02 3.24
N 8.70 1.65 3.77
C 2.72 0.61 4.08
C 1.49 -0.02 3.44
C 1.67 -1.49 3.13
O 1.21 0.68 2.22
H 2.91 0.15 5.05
H 2.58 1.68 4.22
H 3.59 0.45 3.45
H 0.62 0.12 4.09
H 2.55 -1.64 2.49
H 0.79 -1.89 2.62
H 1.83 -2.06 4.05
*
```

## Properties
**Energy above the lowest of the compared OMol25 structures with the same formula, charge and spin**: 55.01 kJ/mol
**LUMO level (spin up / spin down)**: -3.3688 / -4.8046 eV
**Orbital gap (spin up / spin down)**: 7.2 / 6.6 eV



A molecular structure, C36H24ClN8O5STi, computed with wB97M-V/def2-TZVPD.

```
! wB97M-V def2-TZVPD RIJCOSX def2/J DEFGRID3
* xyz -1 1
Ti 0.35 -0.53 0.08
C -2.15 2.39 6.00
C -0.84 2.13 6.51
C 0.05 1.37 5.81
C -0.35 0.81 4.58
C 0.32 0.03 3.64
N 1.63 -0.41 3.61
C 2.33 -0.44 2.54
C 3.77 -0.72 2.63
C 4.55 -1.17 3.69
C 5.91 -1.29 3.48
C 6.48 -0.96 2.25
C 5.70 -0.50 1.20
C 4.34 -0.39 1.41
C 3.25 0.05 0.53
N 3.48 0.49 -0.65
C 2.47 0.94 -1.46
N 1.13 0.81 -1.22
C 0.44 1.41 -2.24
N -0.93 1.43 -2.35
C -1.68 1.13 -1.36
N -1.34 0.77 -0.04
C -2.54 0.57 0.65
N -2.79 0.42 1.90
C -1.77 0.45 2.82
N -0.57 -0.16 2.62
C -1.67 1.07 4.06
C -2.56 1.88 4.80
C -3.67 0.68 -0.30
C -5.03 0.50 -0.13
C -5.85 0.71 -1.23
C -5.32 1.11 -2.46
C -3.95 1.31 -2.61
C -3.14 1.07 -1.52
C 1.35 1.92 -3.17
C 1.19 2.62 -4.39
C 2.31 2.99 -5.08
C 3.62 2.70 -4.58
C 3.79 2.03 -3.40
C 2.65 1.63 -2.67
N 2.02 -0.09 1.21
H -2.82 3.00 6.59
H -0.55 2.56 7.46
H 1.05 1.18 6.19
H 4.08 -1.41 4.64
H 6.55 -1.65 4.28
H 7.55 -1.07 2.12
H 6.13 -0.23 0.24
H -3.55 2.09 4.42
H -5.42 0.20 0.84
H -6.92 0.57 -1.13
H -5.99 1.28 -3.29
H -3.52 1.63 -3.56
H 0.20 2.84 -4.77
H 2.22 3.52 -6.02
H 4.48 3.01 -5.15
H 4.78 1.81 -3.01
O 1.83 -3.72 1.17
Cl 2.48 -2.98 0.11
O 2.91 -3.85 -0.96
O 1.32 -2.14 -0.56
O -0.39 -1.09 1.66
O -1.00 -1.51 -1.15
S -1.20 -2.99 -1.46
C -1.20 -2.98 -3.26
C -2.36 -2.05 -3.62
C -3.54 -2.43 -2.71
C -3.00 -3.10 -1.43
H -1.36 -4.01 -3.58
H -0.22 -2.65 -3.59
H -2.61 -2.14 -4.67
H -2.05 -1.02 -3.43
H -4.21 -3.12 -3.22
H -4.12 -1.54 -2.45
H -3.25 -4.16 -1.36
H -3.30 -2.61 -0.51
*
```

## Properties
**Energy above the lowest of the compared OMol25 structures with the same formula, charge and spin**: 175.24 kJ/mol
**LUMO level**: 1.9187 eV
**Orbital gap**: 5.1 eV



A molecular structure, C36H24N10PdS, computed with wB97M-V/def2-TZVPD.

```
! wB97M-V def2-TZVPD RIJCOSX def2/J DEFGRID3
* xyz 0 3
Pd -0.09 1.01 0.50
C 5.69 -1.89 -0.49
C 5.56 -1.16 -1.66
C 4.69 -0.06 -1.67
C 3.86 0.16 -0.58
C 2.75 1.11 -0.30
N 2.78 2.32 -0.77
C 1.76 3.19 -0.46
C 1.77 4.58 -0.75
C 2.70 5.46 -1.35
C 2.36 6.79 -1.36
C 1.15 7.29 -0.81
C 0.18 6.43 -0.37
C 0.56 5.07 -0.32
C -0.17 3.95 0.22
N -1.40 4.04 0.76
C -2.19 3.04 0.99
N -1.93 1.77 0.70
C -3.08 1.04 1.06
N -3.30 -0.23 0.89
C -2.41 -1.02 0.36
N -1.08 -0.85 0.16
C -0.67 -2.02 -0.47
N 0.60 -2.20 -0.82
C 2.52 -0.49 1.26
N 1.92 0.56 0.63
C 3.81 -0.73 0.48
C 4.78 -1.69 0.57
C -1.82 -2.88 -0.71
C -2.03 -4.11 -1.35
C -3.35 -4.56 -1.40
C -4.44 -3.85 -0.82
C -4.25 -2.61 -0.27
C -2.91 -2.20 -0.19
C -4.12 1.93 1.51
C -5.40 1.76 1.94
C -6.14 2.91 2.22
C -5.54 4.21 2.11
C -4.21 4.35 1.78
C -3.55 3.19 1.48
N 0.58 2.83 0.17
H 6.46 -2.61 -0.38
H 6.14 -1.30 -2.56
H 4.59 0.58 -2.54
H 3.60 5.11 -1.81
H 3.03 7.51 -1.86
H 0.95 8.35 -0.85
H -0.78 6.73 0.02
H 4.78 -2.41 1.39
H -1.25 -4.66 -1.85
H -3.60 -5.52 -1.91
H -5.41 -4.27 -0.82
H -5.07 -2.00 0.13
H -5.88 0.79 1.95
H -7.17 2.82 2.47
H -6.15 5.10 2.24
H -3.76 5.33 1.70
C 0.13 -4.37 1.41
N 1.03 -4.31 0.31
C 1.92 -5.42 0.07
C 2.76 -4.94 -1.14
N 2.02 -3.80 -1.62
C 1.11 -3.37 -0.70
S 1.98 -1.46 2.52
H -0.66 -5.11 1.27
H -0.35 -3.40 1.53
H 0.74 -4.51 2.29
H 1.41 -6.34 -0.14
H 2.53 -5.59 0.94
H 2.85 -5.67 -1.92
H 3.73 -4.61 -0.81
H 2.42 -3.10 -2.20
*
```

## Properties
**Energy above the lowest of the compared OMol25 structures with the same formula, charge and spin**: 0.00 kJ/mol
**LUMO level (spin up / spin down)**: -0.6022 / -1.7980 eV
**Orbital gap (spin up / spin down)**: 5.4 / 6.3 eV



A molecular structure, C36H25Cl2F12N4O5Tc, computed with wB97M-V/def2-TZVPD.

```
! wB97M-V def2-TZVPD RIJCOSX def2/J DEFGRID3
* xyz 2 1
Tc 0.12 0.62 0.35
C -1.88 3.09 3.38
C -1.26 2.01 2.58
N -0.77 2.22 1.40
N -0.81 3.37 0.77
C -0.46 3.29 -0.50
O -0.17 2.14 -1.03
C -0.39 4.50 -1.30
C -0.51 5.75 -0.67
C -0.37 6.91 -1.41
C -0.10 6.83 -2.77
C 0.00 5.60 -3.40
C -0.14 4.43 -2.67
C -1.12 0.64 3.06
C -1.57 0.26 4.32
C -1.36 -1.03 4.76
C -0.68 -1.92 3.93
C -0.28 -1.48 2.68
N -0.51 -0.25 2.24
H -1.84 4.02 2.83
H -1.36 3.22 4.33
H -2.93 2.85 3.60
H -0.71 5.79 0.39
H -0.45 7.87 -0.93
H 0.03 7.74 -3.35
H 0.20 5.55 -4.47
H -0.05 3.46 -3.15
H -2.07 0.99 4.94
H -1.71 -1.34 5.73
H -0.44 -2.92 4.25
H 0.26 -2.14 2.03
C -3.88 -5.12 0.57
C -2.85 -4.10 0.27
C -1.48 -4.41 0.33
C -0.54 -3.47 0.01
C -0.91 -2.15 -0.35
N 0.08 -1.24 -0.67
C 1.08 -1.75 -1.41
C 0.83 -2.94 -2.18
C 1.83 -3.67 -2.74
C 3.17 -3.26 -2.61
C 4.30 -4.09 -3.08
C 3.41 -1.98 -2.05
C 2.41 -1.22 -1.52
C 2.70 0.22 -1.14
O 1.81 0.68 -0.21
C 4.13 0.49 -0.57
F 4.50 -0.50 0.24
F 4.12 1.62 0.11
F 5.04 0.58 -1.55
C 2.50 1.05 -2.47
F 3.30 0.63 -3.44
F 2.70 2.34 -2.24
F 1.23 0.87 -2.88
C -2.29 -1.81 -0.31
C -3.22 -2.78 -0.05
C -2.66 -0.36 -0.53
O -1.79 0.47 0.14
C -2.68 0.00 -2.05
F -3.57 -0.75 -2.71
F -2.96 1.28 -2.24
F -1.47 -0.25 -2.59
C -4.04 0.01 0.11
F -4.19 1.33 0.16
F -5.08 -0.51 -0.53
F -4.05 -0.45 1.38
H -3.44 -6.08 0.81
H -4.55 -5.25 -0.29
H -4.52 -4.80 1.40
H -1.17 -5.40 0.63
H 0.51 -3.71 0.09
H -0.20 -3.24 -2.33
H 1.59 -4.56 -3.30
H 4.01 -5.12 -3.25
H 5.13 -4.06 -2.37
H 4.69 -3.68 -4.02
H 4.43 -1.61 -2.07
H -4.27 -2.55 -0.09
Cl 3.85 2.13 3.64
C 3.16 0.51 3.59
Cl 4.41 -0.72 3.57
C 2.18 0.35 2.40
O 1.49 1.38 2.14
O 2.05 -0.75 1.85
H 2.56 0.38 4.49
*
```

## Properties
**LUMO level**: -9.5533 eV
**Orbital gap**: 3.7 eV



A molecular structure, C36H26AlN11O3, computed with wB97M-V/def2-TZVPD.

```
! wB97M-V def2-TZVPD RIJCOSX def2/J DEFGRID3
* xyz 2 1
Al 1.18 -1.37 -0.38
O 1.17 -7.16 3.04
C 0.18 -6.43 3.01
O -0.93 -6.42 3.53
C 0.40 -5.20 2.07
C -0.62 -4.26 1.91
C -0.39 -3.16 1.12
N 0.80 -2.99 0.50
C 1.79 -3.90 0.64
C 1.62 -5.02 1.42
C 3.00 -3.52 -0.13
C 4.14 -4.30 -0.22
C 5.19 -3.86 -0.99
C 5.08 -2.65 -1.67
C 3.92 -1.92 -1.53
N 2.90 -2.34 -0.77
C -1.32 -2.05 0.83
C -2.63 -2.00 1.28
C -3.41 -0.91 0.93
C -2.87 0.10 0.14
C -1.55 -0.01 -0.26
N -0.78 -1.06 0.08
H -1.55 -4.45 2.44
H 2.37 -5.78 1.57
H 4.19 -5.25 0.31
H 6.09 -4.45 -1.08
H 5.88 -2.28 -2.29
H 3.78 -0.98 -2.06
H -3.03 -2.80 1.88
H -4.44 -0.85 1.25
H -3.46 0.95 -0.17
H -1.09 0.75 -0.87
C 1.60 2.36 3.49
N 1.93 1.50 2.34
C 1.23 0.50 1.85
N 1.85 0.02 0.76
C 2.98 0.80 0.67
N 3.04 1.71 1.60
C 0.13 2.68 3.51
C -0.56 2.72 4.72
C -1.91 3.04 4.74
C -2.60 3.28 3.56
C -1.91 3.22 2.35
C -0.55 2.95 2.33
C -2.64 3.38 1.10
N -3.91 3.48 0.91
N -4.11 3.49 -0.46
C -2.95 3.39 -1.01
O -1.95 3.31 -0.08
C -2.60 3.23 -2.42
C -3.58 3.34 -3.40
C -3.25 3.10 -4.72
C -1.96 2.72 -5.07
C -0.98 2.61 -4.09
C 0.41 2.14 -4.42
N 0.67 0.87 -3.71
C 1.13 0.70 -2.49
N 1.00 -0.59 -2.14
C 0.42 -1.16 -3.25
N 0.21 -0.30 -4.20
C -1.30 2.89 -2.77
H 2.24 3.24 3.38
H 1.90 1.84 4.40
H 0.29 0.16 2.26
H 3.74 0.68 -0.09
H -0.04 2.51 5.65
H -2.44 3.08 5.69
H -3.66 3.50 3.57
H -0.03 2.96 1.38
H -4.59 3.61 -3.12
H -4.01 3.20 -5.49
H -1.72 2.50 -6.10
H 1.18 2.84 -4.08
H 0.55 1.94 -5.47
H 1.54 1.49 -1.88
H 0.17 -2.20 -3.33
H -0.54 2.86 -2.00
*
```

## Properties
**Energy above the lowest of the compared OMol25 structures with the same formula, charge and spin**: 0.00 kJ/mol
**LUMO level**: -7.0052 eV
**Orbital gap**: 5.5 eV



| no. | strongest force on any atom (eV/Å) |
| --- | --- |
| 1 | 0.95 |
| 2 | 0.64 |
| 3 | 0.08 |
| 4 | 2.94 |
| 5 | 3.61 |
| 6 | 0.11 |